(1)
A 11-piece molecular cluster, C6H33NO11 overall in a non-equilibrium geometry. Source: OMol25; level of theory: ωB97M-V/def2-TZVPD.

Output
E_HOMO (spin up / spin down)	-13.166 / -13.165	eV
HOMO-LUMO gap (spin up / spin down)	0.366 / 0.184	Eh
net charge	+1
energy relative to the best compared isomer or geometry (same formula, charge and spin)	70.3	kcal per mole
2S+1	2

Element x y z (Å)
1 O -1.259 1.885 1.078
2 C -2.217 1.296 0.662
3 C -2.294 -0.101 0.401
4 C -0.873 -0.704 0.250
5 C 0.065 -0.046 -0.677
6 C -0.386 0.176 -2.088
7 N 0.358 -0.766 -3.031
8 C -0.301 -1.088 -4.413
9 H -3.054 2.036 0.271
10 H -2.792 -0.484 -0.523
11 H -2.815 -0.731 1.189
12 H -0.482 -0.609 1.221
13 H -0.912 -1.776 -0.091
14 H 0.951 -0.635 -0.611
15 H 0.471 1.048 -0.242
16 H -1.475 0.198 -2.217
17 H -0.021 1.095 -2.511
18 H 0.625 -1.694 -2.463
19 H 0.505 -0.649 -5.144
20 H -0.560 -2.146 -4.561
21 H -1.177 -0.483 -4.366
22 H 0.382 -4.725 -1.012
23 H 1.563 -3.632 -0.800
24 O 0.946 -3.986 -1.446
25 H 2.474 2.037 -2.680
26 H 1.960 0.525 -2.589
27 O 2.373 1.282 -1.962
28 H 2.325 2.139 0.066
29 H 3.188 2.078 1.297
30 O 2.232 2.338 1.010
31 H -3.114 -3.888 0.087
32 H -1.714 -3.410 0.300
33 O -2.507 -3.315 0.671
34 H 1.436 -2.731 1.368
35 H 2.353 -2.036 0.660
36 O 2.193 -3.002 0.776
37 H 0.083 0.253 2.290
38 H 1.249 1.358 2.275
39 O 1.052 0.491 2.402
40 H 1.211 4.192 0.320
41 H -0.137 3.352 0.755
42 O 0.310 3.987 0.145
43 H 2.097 -2.156 3.963
44 H 1.331 -0.847 3.856
45 O 1.298 -1.747 4.185
46 H -1.706 -1.587 3.006
47 H -1.484 -0.684 4.187
48 O -1.676 -0.786 3.265
49 H -0.020 4.393 -1.906
50 H -1.443 4.287 -1.589
51 O -0.933 4.614 -2.299


(2)
C5H12OS in the gas phase in a non-equilibrium geometry. Source: OMol25; level of theory: ωB97M-V/def2-TZVPD.

Output
E_HOMO	-8.392	eV
HOMO-LUMO gap	0.341	Eh
SMILES	CSCCCCO
energy relative to the best compared isomer or geometry (same formula, charge and spin)	36.1	kcal per mole

Element x y z (Å)
1 C -0.074 1.331 -3.117
2 S -0.677 0.020 -1.980
3 C 0.717 -0.248 -0.815
4 C 0.540 0.428 0.529
5 C 0.479 -0.617 1.711
6 C -0.896 -0.828 2.335
7 O -1.968 -0.399 1.452
8 H -0.840 2.091 -3.190
9 H 0.210 0.910 -4.084
10 H 0.850 1.779 -2.751
11 H 1.551 0.001 -1.466
12 H 0.872 -1.308 -0.637
13 H -0.158 1.215 0.802
14 H 1.431 1.006 0.825
15 H 0.925 -1.573 1.386
16 H 1.239 -0.405 2.467
17 H -1.043 -0.375 3.312
18 H -1.055 -1.911 2.380
19 H -2.102 -1.118 0.839


(3)
A 3-piece molecular cluster, C15H37O13P3 overall in a non-equilibrium geometry. Source: OMol25; level of theory: ωB97M-V/def2-TZVPD.

Output
E_HOMO	-8.619	eV
HOMO-LUMO gap	0.226	Eh
SMILES	CCC(=O)OCCPCOCOCCO.COP(=O)(OC)OC.COP(=O)(OC)OC

Element x y z (Å)
1 C -1.652 1.376 4.189
2 C -1.350 -0.180 3.970
3 C -0.764 -0.921 5.259
4 O -1.202 -2.050 5.560
5 O 0.266 -0.247 5.951
6 C 1.289 -1.151 6.429
7 C 2.059 -1.960 5.285
8 P 3.753 -1.188 4.823
9 C 3.325 -0.203 3.231
10 O 4.311 0.810 2.939
11 C 3.757 1.867 2.107
12 O 4.400 1.982 0.831
13 C 3.933 0.982 -0.100
14 C 2.482 1.270 -0.716
15 O 2.272 0.564 -1.965
16 H -2.560 1.471 4.871
17 H -0.759 1.961 4.578
18 H -1.937 1.813 3.177
19 H -2.301 -0.707 3.641
20 H -0.553 -0.240 3.140
21 H 2.073 -0.492 6.953
22 H 0.914 -1.907 7.188
23 H 2.273 -3.019 5.665
24 H 1.492 -2.068 4.305
25 H 4.620 -2.287 4.522
26 H 3.337 -0.966 2.383
27 H 2.272 0.214 3.425
28 H 2.620 1.739 1.971
29 H 3.883 2.830 2.721
30 H 3.884 -0.011 0.468
31 H 4.674 0.933 -0.976
32 H 2.240 2.384 -0.820
33 H 1.711 0.851 0.021
34 H 2.375 -0.401 -1.830
35 C -6.072 -5.002 -0.943
36 O -4.833 -5.111 -0.241
37 P -3.896 -3.668 -0.224
38 O -2.678 -4.454 0.244
39 O -4.725 -3.087 1.063
40 C -4.824 -3.888 2.233
41 O -2.992 -2.213 -0.298
42 C -1.993 -2.177 -1.312
43 H -6.596 -5.955 -0.875
44 H -6.695 -4.220 -0.500
45 H -5.885 -4.773 -1.994
46 H -4.041 -4.646 2.290
47 H -5.801 -4.376 2.252
48 H -4.744 -3.235 3.103
49 H -2.387 -2.560 -2.255
50 H -1.125 -2.763 -1.006
51 H -1.684 -1.140 -1.455
52 C -0.600 5.388 -5.245
53 O -0.508 3.965 -5.334
54 P 0.713 3.399 -6.407
55 O 0.133 1.991 -6.414
56 O 1.858 3.550 -5.247
57 C 1.669 2.882 -4.006
58 O 1.944 3.011 -7.535
59 C 1.483 2.714 -8.849
60 H -1.381 5.642 -4.528
61 H 0.349 5.812 -4.904
62 H -0.863 5.805 -6.219
63 H 0.967 2.051 -4.077
64 H 1.305 3.599 -3.265
65 H 2.633 2.497 -3.671
66 H 0.734 3.440 -9.168
67 H 1.063 1.708 -8.882
68 H 2.333 2.762 -9.531


(4)
C12H25N5O3 in the gas phase in a non-equilibrium geometry. Source: OMol25; level of theory: ωB97M-V/def2-TZVPD.

Output
E_HOMO	-9.194	eV
HOMO-LUMO gap	0.360	Eh
SMILES	[H]/N=C(\N)NCCC[C@H](NC(=O)[C@@H](N)CC(C)C)C(=O)O
energy relative to the best compared isomer or geometry (same formula, charge and spin)	112.8	kcal per mole

Element x y z (Å)
1 H 4.723 2.797 -0.845
2 N 4.073 1.954 -0.971
3 C 4.525 1.007 -0.186
4 N 5.842 1.176 0.253
5 N 3.895 -0.057 0.297
6 C 3.902 -1.451 -0.024
7 C 2.661 -2.284 0.584
8 C 1.281 -2.117 -0.019
9 C 0.512 -0.781 0.111
10 N -0.738 -0.634 -0.758
11 C -1.883 -1.183 -0.190
12 O -1.823 -1.775 0.875
13 C -3.146 -0.838 -1.011
14 N -4.144 -1.807 -0.582
15 C -3.622 0.658 -0.917
16 C -3.971 1.224 0.328
17 C -4.351 2.808 0.137
18 C -2.889 1.068 1.486
19 C 1.316 0.465 0.027
20 O 1.545 1.256 0.890
21 O 1.951 0.635 -1.202
22 H 6.162 0.312 0.849
23 H 6.418 1.773 -0.393
24 H 3.630 0.312 1.278
25 H 4.901 -1.921 0.283
26 H 3.800 -1.736 -1.177
27 H 2.592 -2.118 1.620
28 H 3.070 -3.299 0.593
29 H 1.324 -2.096 -1.101
30 H 0.692 -3.028 0.099
31 H -0.034 -0.723 1.045
32 H -0.610 -0.763 -1.763
33 H -2.866 -1.103 -2.084
34 H -4.175 -1.496 0.384
35 H -3.662 -2.735 -0.667
36 H -4.378 0.779 -1.706
37 H -2.750 1.252 -1.246
38 H -4.788 0.761 0.909
39 H -4.903 3.037 1.085
40 H -3.596 3.651 -0.150
41 H -5.089 2.902 -0.645
42 H -3.178 1.715 2.283
43 H -1.762 0.944 1.424
44 H -3.062 0.017 1.843
45 H 2.606 1.442 -1.046


(5)
C4H12N2O as an isolated structure in a non-equilibrium geometry. Source: OMol25; level of theory: ωB97M-V/def2-TZVPD.

Output
E_HOMO	-7.588	eV
HOMO-LUMO gap	0.313	Eh
energy relative to the best compared isomer or geometry (same formula, charge and spin)	76.2	kcal per mole

Element x y z (Å)
1 C 0.270 0.742 -0.186
2 C -0.934 0.223 0.406
3 C -1.057 -1.368 -0.513
4 C 1.608 0.260 0.309
5 N 0.020 2.388 0.631
6 N -0.212 -2.391 0.031
7 O 0.212 1.047 -1.517
8 H 0.992 1.584 -1.720
9 H -0.821 2.833 0.262
10 H -0.083 2.342 1.645
11 H -0.743 -3.217 0.283
12 H 0.536 -2.639 -0.612
13 H -0.843 -0.098 1.438
14 H -1.857 0.729 0.139
15 H -2.118 -1.592 -0.378
16 H -0.900 -1.259 -1.586
17 H 1.846 0.718 1.271
18 H 2.427 0.514 -0.373
19 H 1.658 -0.817 0.471


(6)
A 14-piece molecular cluster, C32H75BF4N6O7 overall in a non-equilibrium geometry. Source: OMol25; level of theory: ωB97M-V/def2-TZVPD.

Output
E_HOMO	-10.025	eV
HOMO-LUMO gap	0.364	Eh
energy relative to the best compared isomer or geometry (same formula, charge and spin)	25.0	kcal per mole

Element x y z (Å)
1 C 55.316 47.365 89.721
2 C 54.280 46.376 90.035
3 C 54.892 44.999 90.504
4 N 53.920 43.841 90.421
5 C 53.590 43.436 88.956
6 C 52.718 43.978 91.215
7 C 52.278 42.503 91.483
8 C 53.526 41.673 91.396
9 C 54.619 42.622 91.017
10 H 56.199 46.997 89.277
11 H 55.727 47.712 90.720
12 H 54.660 48.246 89.225
13 H 53.721 46.295 89.358
14 H 53.718 46.734 91.003
15 H 55.412 45.094 91.357
16 H 55.683 44.936 89.771
17 H 52.961 44.063 88.619
18 H 53.166 42.348 88.857
19 H 54.548 43.526 88.354
20 H 52.059 44.469 90.690
21 H 52.551 44.344 92.235
22 H 51.725 42.265 90.567
23 H 51.685 42.538 92.315
24 H 53.310 40.736 90.768
25 H 53.849 41.341 92.406
26 H 55.438 42.069 90.522
27 H 55.014 42.962 92.009
28 B 53.219 50.414 92.547
29 F 53.840 49.463 91.644
30 F 51.979 50.775 91.946
31 F 53.042 49.907 93.834
32 F 54.136 51.522 92.555
33 C 56.740 50.799 90.577
34 C 57.383 50.110 89.280
35 N 57.826 49.570 88.339
36 H 56.338 51.748 90.233
37 H 55.767 50.291 91.087
38 H 57.652 51.061 91.261
39 C 56.191 48.528 93.662
40 C 57.590 48.550 93.093
41 N 58.697 48.632 92.691
42 H 55.667 47.694 93.105
43 H 56.235 48.293 94.641
44 H 55.585 49.438 93.482
45 C 53.754 46.595 85.551
46 C 54.745 45.962 86.401
47 N 55.592 45.414 86.993
48 H 53.730 46.105 84.618
49 H 52.744 46.654 85.924
50 H 54.140 47.704 85.407
51 C 51.765 48.613 89.181
52 C 51.398 47.258 88.633
53 N 51.098 46.238 88.223
54 H 50.722 49.312 89.175
55 H 52.007 48.877 90.324
56 H 52.358 49.143 88.485
57 C 59.112 43.139 94.124
58 C 57.913 43.908 93.897
59 N 56.993 44.644 93.622
60 H 59.865 43.820 93.833
61 H 59.397 42.943 95.174
62 H 59.160 42.269 93.473
63 C 58.439 45.536 90.768
64 C 58.482 44.346 89.860
65 O 57.823 43.254 90.361
66 H 58.965 45.201 91.691
67 H 57.497 45.819 91.105
68 H 59.065 46.447 90.438
69 H 59.606 44.077 89.612
70 H 58.042 44.541 88.739
71 H 57.950 42.421 89.890
72 C 48.916 38.503 93.770
73 C 48.903 40.026 93.947
74 O 49.855 40.739 93.059
75 H 48.187 38.054 94.521
76 H 49.838 38.024 94.100
77 H 48.829 38.257 92.669
78 H 49.109 40.255 95.081
79 H 48.012 40.430 93.628
80 H 49.837 41.579 93.351
81 C 50.278 47.453 92.899
82 C 51.399 46.833 93.650
83 O 51.093 45.562 94.023
84 H 50.186 46.708 92.039
85 H 50.396 48.567 92.705
86 H 49.407 47.400 93.515
87 H 51.754 47.504 94.510
88 H 52.250 46.704 92.901
89 H 51.773 45.324 94.772
90 C 57.083 38.357 92.243
91 C 56.010 38.968 91.401
92 O 56.435 39.231 90.106
93 H 56.693 38.388 93.217
94 H 57.957 39.059 92.083
95 H 57.438 37.229 91.886
96 H 55.466 39.671 91.886
97 H 55.185 38.303 91.424
98 H 57.342 39.625 90.479
99 C 52.579 40.968 95.007
100 C 53.889 40.812 95.710
101 O 55.015 40.736 94.831
102 H 52.360 40.076 94.267
103 H 52.623 41.988 94.503
104 H 51.786 40.939 95.856
105 H 53.874 40.116 96.343
106 H 54.126 41.613 96.362
107 H 55.788 40.412 95.281
108 C 52.292 37.505 90.164
109 C 51.236 38.540 90.588
110 O 51.625 39.024 91.871
111 H 53.084 38.003 90.175
112 H 52.158 37.018 89.142
113 H 52.307 36.919 90.994
114 H 50.278 38.062 90.746
115 H 51.167 39.373 90.094
116 H 51.028 39.587 92.451
117 C 47.029 43.000 92.404
118 C 48.295 43.869 92.378
119 O 49.407 43.426 93.010
120 H 46.217 42.849 93.286
121 H 47.210 42.025 92.215
122 H 46.519 43.093 91.410
123 H 47.854 44.972 92.550
124 H 48.745 43.793 91.449
125 H 50.061 44.108 93.491